Entry 1:
{
  "formula": "C4H13NO3",
  "method": "the ωB97M-V functional and the def2-TZVPD basis",
  "smiles": "CC(=O)N(C)C.O.O",
  "lumo_energy_ev": 0.6,
  "mol_weight_g_mol": 123.152,
  "orbital_gap_ev": 9.7,
  "relative_energy_ev": 1.288,
  "elements": ["C", "C", "O", "N", "C", "C", "H", "H", "H", "H", "H", "H", "H", "H", "H", "O", "H", "H", "O", "H", "H"],
  "coordinates": [[-0.982886, -1.656419, 1.153667], [-0.793827, -0.912101, -0.171179], [-0.414131, -1.373503, -1.228620], [-1.090060, 0.444989, -0.133151], [-0.866495, 1.282918, 1.021798], [-1.069825, 1.158440, -1.372236], [-0.742053, -2.675505, 0.871219], [-0.272861, -1.202852, 1.846376], [-1.929779, -1.510603, 1.665584], [0.166563, 1.674606, 0.899287], [-0.777857, 0.789221, 1.991618], [-1.549061, 2.111412, 1.219233], [-0.070279, 1.186948, -1.828163], [-1.698139, 0.751567, -2.164504], [-1.377348, 2.203428, -1.298647], [2.129716, 1.413408, -0.711659], [1.743013, 0.673512, -1.226443], [2.460327, 1.882271, -1.498444], [2.254237, -2.166222, 0.686238], [1.826500, -2.391063, -0.146674], [3.054239, -1.684460, 0.424695]],
  "atomic_forces_ev_per_a": [[0.870, 0.525, -0.925], [-0.748, 2.013, 0.721], [0.087, -1.028, 0.021], [-1.001, -0.377, 0.445], [1.809, 0.351, 1.008], [0.547, 0.582, -1.581], [-0.094, -0.246, 0.726], [0.425, -0.629, -0.044], [-0.382, -0.177, -0.565], [-0.564, 0.410, 0.084], [-0.412, -0.586, -0.375], [-0.265, -0.155, -0.717], [-0.113, 0.008, 0.168], [-0.190, -0.499, 0.368], [-0.023, -0.140, 0.633], [-0.029, -0.567, -1.648], [-0.042, -0.033, 1.019], [0.223, 0.476, 0.705], [0.354, 0.212, -0.120], [-0.131, 0.016, -0.065], [-0.321, -0.157, 0.142]]
}

***

Entry 2:
{
  "formula": "C4H13NO3",
  "method": "the ωB97M-V functional and the def2-TZVPD basis",
  "smiles": "C[C@H](O)[C@@H](N)CO.O",
  "lumo_energy_ev": 0.6,
  "mol_weight_g_mol": 123.152,
  "orbital_gap_ev": 10.5,
  "relative_energy_ev": 2.653,
  "elements": ["C", "C", "O", "C", "N", "C", "O", "H", "H", "H", "H", "H", "H", "H", "H", "H", "H", "H", "O", "H", "H"],
  "coordinates": [[0.620618, -2.092885, -0.187789], [-0.330453, -0.851671, -0.287420], [-1.172522, -1.297289, -1.373531], [0.088319, 0.555506, -0.686512], [-1.107002, 1.272563, -1.204478], [0.687339, 1.311566, 0.592966], [1.304230, 2.547537, 0.179868], [1.113016, -2.353543, 0.729497], [1.445375, -1.700212, -0.770110], [0.070375, -2.824065, -0.809817], [-1.059870, -0.848509, 0.565256], [-1.637809, -0.559705, -1.778941], [0.855927, 0.557420, -1.495059], [-1.113063, 2.171358, -0.749694], [-0.963348, 1.584851, -2.177609], [-0.046035, 1.509188, 1.348294], [1.510791, 0.789394, 1.049011], [0.780047, 2.901003, -0.549400], [-0.674504, -0.838935, 2.756322], [-0.608424, -1.244779, 1.880357], [0.236994, -0.588792, 2.968788]],
  "atomic_forces_ev_per_a": [[0.169, 2.304, -1.655], [-2.652, -1.648, -0.478], [0.117, -0.709, -0.574], [1.317, 0.640, 1.648], [0.792, 0.852, -0.491], [0.436, 0.431, -2.389], [-0.390, -0.152, -0.070], [-0.586, -0.399, 0.748], [0.586, -0.549, -0.614], [0.728, -0.160, 1.032], [0.702, 0.767, -0.813], [-0.119, 0.246, 0.442], [-0.213, -0.388, 0.742], [-0.620, 0.248, 0.576], [0.024, -0.690, 0.437], [-0.797, -0.059, 0.309], [0.157, -0.725, 0.067], [0.167, 0.118, 0.147], [0.433, 0.007, 0.257], [0.065, -0.021, 0.633], [-0.318, -0.111, 0.046]]
}

***

Entry 3:
{
  "formula": "C4H13NO3",
  "method": "the ωB97M-V functional and the def2-TZVPD basis",
  "spin_multiplicity": 2,
  "lumo_energy_ev": [-3.7, -8.4],
  "mol_weight_g_mol": 123.152,
  "orbital_gap_ev": [10.0, 5.3],
  "total_charge": 1,
  "relative_energy_ev": 2.013,
  "elements": ["C", "N", "C", "C", "C", "O", "H", "H", "H", "H", "H", "H", "H", "H", "H", "H", "H", "O", "H", "H", "O"],
  "coordinates": [[0.063933, -2.783397, -0.650357], [0.011295, -1.342219, -0.718404], [0.257899, -0.353352, 1.608285], [0.768322, -0.540713, 0.159461], [2.253322, -0.962600, 0.204223], [2.975038, -0.803456, 1.125104], [1.093153, -3.140361, -0.676636], [-0.390330, -3.146407, 0.284898], [-0.510770, -3.161207, -1.494912], [-0.923834, -0.985717, -0.918881], [-0.796618, -0.122944, 1.752689], [0.425757, -1.253079, 2.157471], [0.873822, 0.390737, 2.073270], [0.706264, 0.479061, -0.245849], [2.546512, -1.482646, -0.728513], [-0.102458, 3.272157, -0.597782], [0.263136, 1.898611, 0.049289], [-0.424685, 2.384013, -0.402389], [-4.741437, 2.650962, -1.532029], [-3.864846, 3.848086, -1.383814], [-4.317001, 3.185492, -0.849632]],
  "atomic_forces_ev_per_a": [[0.142, -0.014, -0.828], [-1.076, -0.904, 1.846], [-0.845, -0.766, 0.299], [0.821, 1.582, 0.083], [-0.547, -0.759, -1.009], [0.146, 0.319, 0.458], [-0.033, 0.016, -0.013], [-0.061, 0.264, 0.025], [0.080, -0.244, 0.118], [0.190, 0.334, -0.543], [0.017, 0.325, -0.545], [0.249, -0.818, 0.348], [0.305, 0.537, 0.016], [0.276, -0.546, -0.426], [0.435, 0.144, 0.019], [0.143, -0.159, 0.149], [0.242, 0.924, 0.340], [-0.472, -0.223, -0.325], [-0.144, -0.065, 0.240], [0.051, 0.155, 0.236], [0.082, -0.104, -0.488]]
}

***

Entry 4:
{
  "formula": "C4H13NO6",
  "method": "the ωB97M-V functional and the def2-TZVPD basis",
  "lumo_energy_ev": 6.1,
  "mol_weight_g_mol": 171.149,
  "orbital_gap_ev": 7.4,
  "total_charge": -2,
  "relative_energy_ev": 0.823,
  "elements": ["C", "C", "C", "O", "N", "C", "O", "O", "H", "H", "H", "H", "H", "H", "H", "H", "H", "O", "H", "H", "O", "H", "H", "O"],
  "coordinates": [[0.121340, -0.364624, 0.701180], [0.714387, -1.512962, -0.088820], [2.231425, -1.814063, 0.243927], [2.405599, -2.595913, 1.397870], [-1.270428, 0.068290, 0.816555], [-1.643960, 1.033127, -0.177645], [-2.918261, 0.991724, -0.470570], [-0.898196, 2.024673, -0.437815], [0.766286, 0.509660, 0.519199], [0.479040, -0.631835, 1.793410], [0.683762, -1.384682, -1.162395], [0.095211, -2.446831, 0.193400], [2.732902, -2.293200, -0.630710], [2.688011, -0.808366, 0.564275], [-1.948668, -0.697285, 0.823269], [-2.018149, 1.261633, -2.881753], [-2.438541, 2.189582, -1.863568], [-2.264982, 2.188375, -2.811649], [1.869154, -2.241036, 2.587782], [2.029248, -0.963543, 3.653611], [1.668017, -1.797411, 3.639273], [0.365220, 1.956210, -2.471955], [1.197682, 1.222453, -1.664223], [1.244051, 1.630728, -2.481970]],
  "atomic_forces_ev_per_a": [[2.565, 0.231, 3.988], [-0.803, -2.032, -0.008], [-0.639, 0.607, 2.755], [-0.342, -0.531, -0.805], [0.948, -0.508, -2.152], [-3.022, 1.827, 1.651], [2.137, -0.312, -0.129], [0.045, -1.852, -0.034], [-0.662, 0.115, -0.176], [-0.795, 0.373, -1.756], [-0.472, 0.210, -0.599], [1.061, 1.003, -0.649], [-0.211, 0.540, 0.270], [-0.181, -0.593, -1.378], [0.357, 0.395, -0.096], [-0.021, -0.070, -0.271], [-0.264, 0.218, 0.750], [0.077, 0.042, -1.290], [0.522, 1.016, 0.558], [1.315, 2.856, -0.188], [-1.475, -3.657, -0.520], [-1.764, 1.048, -0.369], [0.404, -1.530, 2.879], [1.222, 0.603, -2.431]]
}

***

Entry 5:
{
  "formula": "C4H13NOPS2",
  "method": "the ωB97M-V functional and the def2-TZVPD basis",
  "spin_multiplicity": 3,
  "lumo_energy_ev": [-3.2, -7.5],
  "mol_weight_g_mol": 186.262,
  "orbital_gap_ev": [6.9, 5.4],
  "total_charge": 1,
  "relative_energy_ev": 0.000,
  "elements": ["C", "C", "C", "C", "N", "O", "P", "S", "S", "H", "H", "H", "H", "H", "H", "H", "H", "H", "H", "H", "H", "H"],
  "coordinates": [[2.402799, 0.616266, -0.131048], [-0.908835, 0.207597, -2.435723], [1.213260, 0.635916, 0.794824], [0.582514, -0.675071, 1.185371], [1.109706, -1.584816, 1.953564], [-1.048967, -2.636972, 0.769262], [-0.963645, -1.104316, 0.320143], [-2.774963, 2.212631, 0.413198], [-0.010973, -1.048444, -1.538782], [2.967427, -0.198210, 0.111373], [2.956237, 1.550029, -0.225218], [2.089601, 0.359808, -1.236884], [-0.199654, 0.683801, -3.208640], [-1.157682, 0.845948, -1.632360], [-1.770026, -0.061655, -2.936817], [0.398128, 1.312628, 0.498031], [1.514740, 1.023210, 1.763953], [-3.853627, 1.414391, 0.417637], [-3.203143, 3.315972, -0.070733], [1.965720, -1.362525, 2.419628], [0.479969, -2.260793, 2.265967], [-1.788587, -3.245394, 0.503253]],
  "atomic_forces_ev_per_a": [[-2.152, 0.818, -3.324], [3.156, 1.435, -0.438], [-0.853, 0.221, 1.171], [-2.545, 2.465, -2.671], [1.768, -0.576, 0.803], [-0.823, -1.073, -0.136], [1.080, 0.220, 0.917], [1.508, -1.953, 1.073], [-0.328, -1.367, -1.780], [2.168, -1.854, 0.791], [-0.023, -0.119, 0.410], [0.351, 0.590, 1.813], [-0.976, -0.634, 1.395], [-0.497, 1.545, 0.268], [-1.734, -1.260, -0.956], [0.304, -0.044, -0.212], [0.332, 0.482, 0.214], [-0.258, 0.585, -0.251], [-1.210, 1.324, -0.792], [0.203, -0.299, 0.517], [-0.335, -1.534, 1.046], [0.864, 1.029, 0.144]]
}

***

Entry 6:
{
  "formula": "C4H13NOS",
  "method": "the ωB97M-V functional and the def2-TZVPD basis",
  "spin_multiplicity": 2,
  "lumo_energy_ev": [3.3, 3.2],
  "mol_weight_g_mol": 123.221,
  "orbital_gap_ev": [2.4, 8.2],
  "total_charge": -1,
  "relative_energy_ev": 1.671,
  "elements": ["C", "C", "C", "C", "S", "N", "H", "H", "H", "H", "H", "H", "H", "H", "H", "H", "H", "H", "H", "O"],
  "coordinates": [[-2.122783, -0.086834, 0.707411], [-0.696403, 0.071800, 0.147891], [-0.122297, 1.447854, -0.226258], [1.321939, 1.300095, -0.689337], [2.589143, 1.303564, 0.710180], [-0.535558, -0.964091, -0.905940], [-2.833186, -0.307333, -0.065994], [-2.617366, 0.797353, 1.156780], [-2.231687, -1.010325, 1.417065], [-0.039249, -0.351975, 1.016262], [-0.845320, 1.954449, -0.877748], [-0.077109, 2.172165, 0.651704], [1.510942, 0.341648, -1.364607], [1.517196, 2.170800, -1.337103], [2.156444, 2.472776, 1.472488], [-0.906739, -1.876937, -0.612332], [-0.903103, -0.795186, -1.669768], [1.347283, -2.364264, -0.367856], [1.910102, -3.057994, 0.858958], [1.577754, -3.217563, -0.021792]],
  "atomic_forces_ev_per_a": [[-0.984, -0.279, 1.222], [0.744, -2.141, 2.361], [-0.601, -0.204, 1.511], [0.898, -0.373, -1.529], [-1.086, 0.288, -0.267], [4.748, -2.612, 9.146], [-0.233, -0.248, -0.916], [0.800, -0.281, 0.382], [0.450, 1.790, -1.013], [-0.742, 1.046, -1.471], [0.493, -0.109, -0.695], [-0.306, -1.219, -0.657], [-0.392, 1.982, 1.659], [0.302, -0.323, 0.222], [0.183, -0.781, -0.769], [0.339, 0.682, 0.208], [-4.543, 2.651, -9.357], [-0.299, 0.958, -0.312], [0.168, 0.208, 0.303], [0.060, -1.036, -0.027]]
}

***

Entry 7:
{
  "formula": "C4H13NOS",
  "method": "the ωB97M-V functional and the def2-TZVPD basis",
  "smiles": "C[C@@H](N)CCS.O",
  "lumo_energy_ev": 0.5,
  "mol_weight_g_mol": 123.221,
  "orbital_gap_ev": 9.8,
  "relative_energy_ev": 1.362,
  "elements": ["C", "C", "N", "C", "C", "S", "H", "H", "H", "H", "H", "H", "H", "H", "H", "H", "H", "O", "H", "H"],
  "coordinates": [[0.483331, -2.429756, -1.349266], [0.357997, -0.991440, -0.818742], [0.772218, 0.084846, -1.728438], [-1.046811, -0.838403, -0.261477], [-1.142225, 0.148426, 0.914995], [0.013908, 0.153659, 2.363707], [-0.368451, -2.677252, -1.986082], [0.592138, -3.017776, -0.456058], [1.336465, -2.645989, -2.008080], [1.158324, -1.050617, -0.044364], [1.750619, -0.075100, -1.973123], [0.939531, 0.939028, -1.192559], [-1.810060, -0.515837, -0.971609], [-1.227430, -1.711907, 0.401498], [-0.996907, 1.173528, 0.523637], [-2.109101, 0.308633, 1.395290], [1.030464, 0.421802, 1.510076], [-0.225762, 4.455195, 1.741896], [0.643257, 4.761693, 2.056931], [-0.151504, 3.507268, 1.881768]],
  "atomic_forces_ev_per_a": [[-0.019, 0.699, -1.510], [1.551, -0.620, 0.223], [0.455, 0.348, -0.199], [0.719, 0.012, 3.371], [0.152, 3.283, -0.102], [0.167, -0.422, -1.359], [-0.241, -0.327, 0.410], [-0.370, -0.748, 0.063], [0.179, 0.468, 0.386], [-1.020, 0.382, 0.430], [-0.268, -0.544, -0.453], [-0.807, 0.013, 0.107], [0.103, -0.689, -0.138], [-0.495, -0.565, -1.637], [0.075, -0.254, -0.030], [-0.284, -0.894, -0.303], [0.106, -0.064, 0.705], [0.781, 0.098, 0.237], [-0.533, 0.092, -0.209], [-0.252, -0.265, 0.008]]
}

***

Entry 8:
{
  "formula": "C4H13NOS",
  "method": "the ωB97M-V functional and the def2-TZVPD basis",
  "smiles": "C[C@H](N)CCS.O",
  "lumo_energy_ev": 0.6,
  "mol_weight_g_mol": 123.221,
  "orbital_gap_ev": 9.6,
  "relative_energy_ev": 0.571,
  "elements": ["C", "C", "N", "C", "C", "S", "H", "H", "H", "H", "H", "H", "H", "H", "H", "H", "H", "O", "H", "H"],
  "coordinates": [[-0.685868, -1.700280, -0.483022], [0.353475, -0.604333, -0.616082], [1.524363, -0.989130, -1.344473], [0.780556, -0.058120, 0.781454], [1.555986, 1.250966, 0.660637], [0.488611, 2.720333, 0.827367], [-0.248172, -2.567126, 0.010662], [-1.500895, -1.401093, 0.172053], [-1.166135, -1.931899, -1.429984], [-0.109066, 0.258059, -1.112673], [1.429923, -0.798613, -2.332905], [1.771610, -1.963748, -1.246782], [1.321073, -0.885386, 1.253107], [-0.121137, 0.073835, 1.370308], [2.055573, 1.287160, -0.298914], [2.308215, 1.237406, 1.446500], [-0.566925, 2.021062, 0.411731], [-2.981398, 1.028830, 0.861251], [-3.842511, 1.402638, 0.663145], [-2.367272, 1.619441, 0.406628]],
  "atomic_forces_ev_per_a": [[-0.406, 0.225, 0.487], [-0.597, 0.778, 1.137], [0.746, 0.173, -0.939], [-0.649, -0.762, -0.892], [0.248, -0.663, 0.444], [0.174, -0.237, 0.058], [0.088, -0.314, -0.331], [-0.097, 0.278, 0.127], [0.303, -0.363, -0.191], [0.080, -0.136, -0.277], [0.043, -0.095, 0.005], [-0.120, -0.076, 0.174], [0.377, 0.350, 0.115], [-0.133, 0.142, 0.266], [0.200, -0.038, -0.107], [0.064, 0.535, -0.006], [-0.167, 0.247, -0.068], [0.226, 0.082, -0.157], [-0.205, -0.006, 0.023], [-0.177, -0.119, 0.132]]
}